A single C3H5NS molecule, computed with the ωB97M-V functional and the def2-TZVPD basis.

```
10
Properties=species:S:1:pos:R:3
C 0.31 -1.46 -0.32
S -1.18 -0.68 0.17
C -0.76 1.06 0.56
C 0.44 1.27 -0.32
N 1.25 1.63 -1.00
H -0.03 -2.34 -0.79
H 0.71 -0.67 -1.11
H 1.05 -1.76 0.66
H -0.47 1.02 1.70
H -1.31 1.94 0.43
```

* net charge: 0
* HOMO energy: -9.1 eV
* ΔE to the lowest compared entry with this formula, charge and spin: 161.8 kJ/mol
* calculated total energy: -570.1729 hartree

=====

9 unconnected molecules or ions with the total composition C64H43F14N2O16S, computed with the ωB97M-V functional and the def2-TZVPD basis.

```
140
Properties=species:S:1:pos:R:3
F -2.44 -0.47 0.74
C -1.64 -1.62 0.94
F -1.97 -2.10 2.25
F -1.88 -2.66 0.03
C -0.08 -1.22 0.96
C 0.95 -1.61 -0.13
C 2.45 -1.18 0.02
C 2.92 -0.37 1.28
C 1.91 0.01 2.39
C 2.23 0.78 3.74
F 2.82 -0.17 4.66
F 1.05 1.31 4.36
C 3.26 1.98 3.62
C 4.70 1.91 4.28
N 5.50 3.08 4.13
N 5.31 4.25 3.56
C 4.09 4.46 2.90
C 3.69 5.83 2.16
C 4.62 7.07 2.49
C 3.87 8.44 2.82
F 4.49 8.91 4.05
F 2.50 8.24 3.21
C 4.08 9.63 1.78
F 5.41 9.71 1.28
F 3.89 10.85 2.52
S 2.92 9.70 0.33
F 4.21 9.32 -0.71
F 2.57 8.07 0.36
F 1.61 10.14 1.25
F 3.33 11.32 0.11
F 1.95 9.83 -1.02
C 3.02 3.33 2.91
C 0.42 -0.43 2.19
H 0.57 -2.23 -1.02
H 3.20 -1.48 -0.80
H 4.01 -0.08 1.40
H 5.05 0.97 4.84
H 6.44 2.98 4.59
H 2.57 5.97 2.33
H 3.81 5.60 1.03
H 5.34 7.22 1.59
H 5.33 6.80 3.36
H 2.02 3.52 2.37
H -0.35 -0.15 2.99
C 1.05 -2.66 -4.60
C 0.86 -3.31 -5.74
C 1.66 -4.51 -6.08
O 1.49 -5.10 -7.13
C 2.66 -4.96 -5.10
C 2.85 -4.31 -3.95
C 2.06 -3.11 -3.61
O 2.22 -2.52 -2.56
H 0.48 -1.78 -4.33
H 0.13 -2.99 -6.48
H 3.24 -5.84 -5.36
H 3.58 -4.63 -3.22
C 6.87 15.72 4.62
C 5.88 16.07 3.79
C 5.03 15.06 3.15
O 4.13 15.38 2.39
C 5.31 13.64 3.45
C 6.29 13.29 4.28
C 7.15 14.30 4.92
O 8.05 13.99 5.68
H 7.50 16.46 5.10
H 5.66 17.11 3.56
H 4.67 12.91 2.97
H 6.51 12.25 4.51
C -1.33 -8.62 -2.41
C -0.08 -8.33 -2.05
C 0.75 -7.39 -2.84
O 1.89 -7.12 -2.51
C 0.14 -6.79 -4.04
C -1.11 -7.09 -4.41
C -1.94 -8.02 -3.62
O -3.08 -8.29 -3.95
H -1.95 -9.31 -1.85
H 0.38 -8.76 -1.17
H 0.76 -6.11 -4.61
H -1.57 -6.66 -5.29
C -5.92 3.61 -1.36
C -5.82 4.13 -0.13
C -5.15 3.39 0.96
O -5.06 3.87 2.08
C -4.60 2.06 0.65
C -4.70 1.54 -0.58
C -5.37 2.27 -1.67
O -5.46 1.80 -2.79
H -6.41 4.13 -2.17
H -6.22 5.11 0.11
H -4.12 1.53 1.46
H -4.31 0.56 -0.82
C -8.49 -8.94 -3.37
C -8.43 -8.77 -2.05
C -7.17 -8.41 -1.37
O -7.12 -8.25 -0.17
C -5.97 -8.24 -2.22
C -6.03 -8.41 -3.54
C -7.29 -8.78 -4.22
O -7.34 -8.93 -5.42
H -9.41 -9.21 -3.88
H -9.30 -8.89 -1.41
H -5.05 -7.97 -1.71
H -5.16 -8.29 -4.18
C -1.66 7.96 2.85
C -0.47 7.40 3.10
C -0.35 5.98 3.48
O 0.74 5.47 3.71
C -1.60 5.20 3.60
C -2.79 5.75 3.35
C -2.91 7.17 2.96
O -3.99 7.68 2.74
H -1.77 9.00 2.57
H 0.45 7.96 3.02
H -1.50 4.16 3.88
H -3.72 5.19 3.43
C 5.06 -5.10 2.30
C 5.46 -5.76 3.38
C 5.16 -5.26 4.74
O 5.52 -5.85 5.73
C 4.40 -3.99 4.84
C 4.01 -3.33 3.75
C 4.30 -3.84 2.40
O 3.94 -3.24 1.40
H 5.27 -5.46 1.30
H 6.01 -6.69 3.33
H 4.19 -3.63 5.84
H 3.45 -2.40 3.81
C -8.94 -13.95 -6.24
C -8.42 -14.52 -7.32
C -7.37 -13.84 -8.12
O -6.90 -14.36 -9.11
C -6.93 -12.51 -7.67
C -7.45 -11.94 -6.58
C -8.50 -12.62 -5.78
O -8.97 -12.10 -4.79
H -9.71 -14.43 -5.64
H -8.73 -15.50 -7.67
H -6.16 -12.03 -8.26
H -7.14 -10.96 -6.23
```

* net charge: +1
* HOMO energy: -10.9 eV
* calculated total energy: -5573.3666 hartree

=====

A molecular structure, C18H20N3O5PdS2, computed with the ωB97M-V functional and the def2-TZVPD basis.

```
49
Properties=species:S:1:pos:R:3
Pd 0.19 -0.84 -0.50
C -1.45 1.55 -1.66
O -2.70 1.41 -1.00
C -2.78 2.14 0.20
C -1.82 1.69 1.29
O -2.09 0.37 1.65
C -1.29 -0.07 2.71
H -1.23 2.61 -1.87
H -1.51 0.99 -2.59
H -0.62 1.12 -1.07
H -3.80 2.02 0.56
H -2.60 3.21 0.01
H -1.96 2.37 2.14
H -0.77 1.78 0.97
H -1.56 0.44 3.65
H -0.23 0.10 2.50
H -1.44 -1.14 2.82
O -0.21 -5.79 -3.58
S -0.02 -4.96 -2.41
O 0.70 -5.61 -1.32
N 0.59 -3.53 -2.75
C -0.28 -2.53 -2.50
O -0.10 -1.32 -2.74
C -1.58 -3.02 -1.90
C -2.66 -2.28 -1.45
C -3.74 -2.96 -0.92
C -3.75 -4.35 -0.83
C -2.66 -5.09 -1.27
C -1.59 -4.40 -1.80
H -2.63 -1.20 -1.49
H -4.60 -2.40 -0.55
H -4.60 -4.86 -0.40
H -2.64 -6.17 -1.19
N 0.33 -3.69 0.84
C 1.37 -2.93 1.23
N 1.43 -1.63 1.07
C 2.59 -1.13 1.63
C 2.96 0.22 1.62
C 4.16 0.59 2.20
C 5.00 -0.36 2.79
C 4.65 -1.70 2.80
C 3.44 -2.07 2.22
S 2.73 -3.65 2.07
H -0.32 -3.14 0.28
H 0.55 -4.58 0.38
H 2.30 0.93 1.14
H 4.45 1.63 2.20
H 5.93 -0.05 3.24
H 5.30 -2.44 3.24
```

* net charge: -1
* HOMO energy: -3.8 eV
* ΔE to the lowest compared entry with this formula, charge and spin: 0.0 kJ/mol
* calculated total energy: -2162.6887 hartree

=====

A molecular structure, C7H9NOS, computed with the ωB97M-V functional and the def2-TZVPD basis.

```
19
Properties=species:S:1:pos:R:3
C -2.13 -1.80 -0.72
C -0.73 0.19 -1.43
C -2.51 0.82 -0.31
C -2.09 -0.47 -1.22
C -1.02 0.72 -0.09
C 2.25 0.63 0.69
C 1.27 -0.24 1.55
N -1.89 -2.92 -0.56
O 3.41 -0.02 0.65
S -0.55 0.29 1.48
H 0.15 -0.39 -1.65
H -0.85 0.93 -2.22
H -2.67 1.75 -1.03
H -3.05 0.41 0.46
H 2.47 1.66 1.08
H 1.84 0.61 -0.30
H 1.57 -0.28 2.57
H 1.25 -1.18 1.01
H 3.28 -0.74 0.03
```

* net charge: 0
* HOMO energy (spin up / spin down): -7.8 / -7.8 eV
* ΔE to the lowest compared entry with this formula, charge and spin: 409.5 kJ/mol
* calculated total energy: -800.1282 hartree

=====

A molecular structure, C15H38Cl2LaO3P2, computed with the ωB97M-V functional and the def2-TZVPD basis.

```
61
Properties=species:S:1:pos:R:3
La -0.71 0.14 -0.31
Cl -0.16 -1.60 1.70
Cl 0.29 2.08 -1.75
H -1.14 1.69 1.13
H -1.53 -1.05 -1.48
P 2.35 -0.99 -0.33
C 2.53 -2.87 -0.37
C 3.45 -0.44 -1.70
C 3.23 -0.56 1.27
C 1.26 -3.34 -1.08
H 2.45 -3.13 0.69
C 3.81 -3.50 -0.91
H 3.90 -3.43 -2.00
H 3.72 -4.57 -0.68
H 4.72 -3.14 -0.41
H 0.37 -3.11 -0.47
H 1.33 -4.42 -1.25
H 1.13 -2.84 -2.06
H 2.58 -1.06 1.99
C 3.09 0.96 1.52
C 4.64 -1.11 1.44
H 4.62 -2.21 1.57
H 5.04 -0.71 2.38
H 5.34 -0.84 0.63
H 2.42 1.49 0.81
H 4.07 1.44 1.51
H 2.67 1.11 2.53
C 2.79 -0.74 -3.03
H 4.33 -1.07 -1.56
C 3.84 1.02 -1.59
H 2.76 -1.82 -3.27
H 3.38 -0.24 -3.83
H 1.75 -0.35 -3.05
H 2.93 1.64 -1.57
H 4.44 1.27 -2.48
H 4.49 1.24 -0.72
C -2.59 4.90 0.35
C -2.65 4.06 1.63
O -3.43 2.86 1.51
P -2.98 1.29 1.33
O -3.05 1.19 -0.38
C -4.42 1.14 -1.06
C -5.62 1.73 -0.34
O -4.29 0.21 1.65
C -4.04 -1.18 1.07
C -3.99 -2.24 2.17
H -2.10 4.41 -0.51
H -2.02 5.82 0.54
H -3.63 5.18 0.14
H -1.65 3.87 2.02
H -3.22 4.62 2.39
H -4.28 1.75 -1.98
H -4.58 0.09 -1.38
H -5.56 2.82 -0.30
H -6.52 1.49 -0.94
H -5.75 1.29 0.65
H -4.86 -1.45 0.34
H -3.06 -1.18 0.52
H -4.66 -1.99 2.99
H -4.28 -3.23 1.78
H -2.96 -2.37 2.54
```

* net charge: -1
* HOMO energy: -2.8 eV
* calculated total energy: -2454.7990 hartree

=====

A molecular structure, C40H35As2S4SbZn, computed with the ωB97M-V functional and the def2-TZVPD basis.

```
83
Properties=species:S:1:pos:R:3
Zn -1.82 2.13 0.98
S -0.48 4.86 2.54
Sb -2.04 5.75 0.67
S 0.20 3.03 1.92
S -3.15 3.68 -0.05
S -0.63 6.27 -1.07
C 2.58 -1.58 0.62
C 3.35 -0.41 0.02
As 2.41 1.31 0.53
C 2.61 2.28 -1.16
C 3.50 1.93 -2.16
C 3.51 2.61 -3.36
C 2.63 3.65 -3.59
C 1.76 4.05 -2.58
C 1.76 3.36 -1.38
C 3.90 2.19 1.47
C 5.18 2.30 0.92
C 6.20 2.91 1.62
C 5.96 3.42 2.88
C 4.69 3.34 3.43
C 3.67 2.74 2.72
As 0.61 -1.27 0.46
C 0.55 -0.68 -1.42
C 0.01 0.59 -1.65
C -0.14 1.09 -2.93
C 0.29 0.34 -4.01
C 0.86 -0.90 -3.80
C 0.97 -1.41 -2.52
C 0.05 -3.17 0.23
C 0.64 -4.14 -0.57
C 0.10 -5.41 -0.66
C -1.03 -5.75 0.06
C -1.61 -4.81 0.90
C -1.07 -3.54 0.97
H 2.79 -1.65 1.70
H 2.89 -2.54 0.18
H 3.32 -0.51 -1.07
H 4.40 -0.43 0.34
H 4.20 1.11 -2.02
H 4.21 2.31 -4.13
H 2.62 4.15 -4.55
H 1.08 4.88 -2.71
H 1.07 3.68 -0.60
H 5.36 1.90 -0.07
H 7.19 2.99 1.18
H 6.77 3.87 3.44
H 4.51 3.76 4.41
H 2.66 2.71 3.12
H -0.31 1.19 -0.80
H -0.60 2.06 -3.07
H 0.18 0.73 -5.02
H 1.21 -1.49 -4.64
H 1.40 -2.39 -2.39
H 1.54 -3.92 -1.12
H 0.57 -6.15 -1.31
H -1.45 -6.74 -0.02
H -2.47 -5.07 1.49
H -1.52 -2.80 1.62
C -6.15 -2.42 -1.92
C -6.31 -1.84 -0.67
C -5.25 -1.19 -0.06
C -4.01 -1.10 -0.69
C -3.86 -1.73 -1.93
C -4.91 -2.38 -2.54
C -2.94 -0.23 -0.22
C -2.45 0.15 0.98
C -2.74 -0.46 2.28
C -2.19 0.17 3.41
C -2.35 -0.34 4.68
C -3.06 -1.51 4.88
C -3.57 -2.17 3.78
C -3.41 -1.67 2.50
H -6.99 -2.89 -2.41
H -7.27 -1.89 -0.18
H -5.39 -0.70 0.89
H -2.89 -1.67 -2.42
H -4.79 -2.83 -3.51
H -2.49 0.28 -1.07
H -1.61 1.06 3.26
H -1.91 0.18 5.52
H -3.17 -1.92 5.87
H -4.11 -3.10 3.93
H -3.81 -2.23 1.66
```

* net charge: -2
* HOMO energy: -1.2 eV
* calculated total energy: -9629.2349 hartree

=====

2 unconnected molecules or ions with the total composition C5H9NS, computed with the ωB97M-V functional and the def2-TZVPD basis.

```
16
Properties=species:S:1:pos:R:3
C -0.02 -0.08 -0.84
C 1.05 0.66 1.49
C 1.20 -0.44 -1.50
C 0.43 1.02 2.79
C -2.21 -0.89 -1.59
N -1.22 -0.31 -0.67
S 2.59 1.16 1.28
H 2.16 0.12 -1.19
H 1.17 -0.07 -2.53
H 1.41 -1.46 -1.44
H 0.44 0.12 3.52
H 0.77 1.86 3.30
H -0.63 1.04 2.55
H -2.74 -0.05 -1.88
H -2.84 -1.37 -0.93
H -1.57 -1.32 -2.38
```

* net charge: 0
* HOMO energy (spin up / spin down): -6.7 / -7.1 eV
* ΔE to the lowest compared entry with this formula, charge and spin: 540.9 kJ/mol
* calculated total energy: -648.6471 hartree

=====

3 unconnected molecules or ions with the total composition C5H11NO3, computed with the ωB97M-V functional and the def2-TZVPD basis.

```
20
Properties=species:S:1:pos:R:3
C -1.55 0.33 -0.10
C -1.01 0.18 1.13
C -1.20 -1.02 1.99
O -0.14 1.07 1.66
H -2.37 -0.30 -0.40
H -1.53 1.29 -0.59
H -0.27 -1.58 2.04
H -1.99 -1.66 1.61
H -1.46 -0.70 3.01
H 0.10 1.74 0.98
N 1.36 1.82 -0.68
C 1.07 1.44 -1.80
O 0.70 1.47 -2.90
H 2.25 2.21 -0.41
C 0.94 -1.15 -1.27
O 1.43 -1.20 0.04
H 1.71 -0.87 -2.00
H 0.68 -2.17 -1.55
H -0.13 -0.62 -1.19
H 1.41 -0.31 0.42
```

* net charge: 0
* HOMO energy: -8.7 eV
* ΔE to the lowest compared entry with this formula, charge and spin: 262.1 kJ/mol
* calculated total energy: -477.5257 hartree

=====

3 unconnected molecules or ions with the total composition C3H11NO3, computed with the ωB97M-V functional and the def2-TZVPD basis.

```
18
Properties=species:S:1:pos:R:3
N 2.12 -1.16 -0.55
C 0.78 -1.32 -1.11
C -0.16 -0.13 -0.83
C -0.86 -0.20 0.50
O -1.43 -1.21 0.86
H 2.65 -0.43 -0.95
H 2.06 -1.02 0.45
H 0.84 -1.42 -2.19
H 0.39 -2.28 -0.80
H -0.93 -0.13 -1.61
H 0.42 0.79 -0.86
H -1.03 0.68 1.13
O 2.89 2.27 0.97
H 2.31 1.96 1.67
H 3.43 1.54 0.65
O -3.49 1.05 0.12
H -3.42 1.63 -0.64
H -3.68 0.15 -0.14
```

* net charge: 0
* HOMO energy: -9.5 eV
* ΔE to the lowest compared entry with this formula, charge and spin: 179.3 kJ/mol
* calculated total energy: -401.3448 hartree

=====

A molecular structure, C26H22CeClF2N2S5, computed with the ωB97M-V functional and the def2-TZVPD basis.

```
59
Properties=species:S:1:pos:R:3
Ce -1.78 0.00 0.59
S -2.96 2.51 -0.26
C -1.82 3.02 -1.46
C -1.21 4.28 -1.40
C -0.23 4.69 -2.32
C 0.14 3.83 -3.33
C -0.48 2.56 -3.41
C -1.42 2.17 -2.50
S -2.04 0.47 -2.44
C -0.58 -0.31 -3.19
C -0.34 -1.72 -2.70
C -0.29 -2.76 -3.60
C -0.12 -4.06 -3.11
C -0.01 -4.22 -1.73
C -0.04 -3.12 -0.89
C 0.32 -3.39 0.53
S -0.21 -2.19 1.79
C 1.25 -1.77 2.73
C 1.01 -1.67 4.11
C 1.95 -1.19 5.00
C 3.17 -0.77 4.44
C 3.44 -0.89 3.12
C 2.51 -1.43 2.20
S 2.93 -1.71 0.53
N -0.19 -1.89 -1.36
H -1.43 4.93 -0.58
H 0.23 5.68 -2.19
H 0.86 4.13 -4.04
H -0.19 1.94 -4.22
H 0.29 0.24 -2.85
H -0.58 -0.24 -4.27
H -0.45 -2.57 -4.68
H -0.12 -4.90 -3.79
H 0.14 -5.23 -1.33
H 1.43 -3.48 0.54
H -0.09 -4.36 0.81
H 0.04 -1.97 4.50
H 1.76 -1.14 6.09
H 3.94 -0.38 5.08
H 4.40 -0.60 2.65
S -0.91 1.35 2.78
C 0.37 1.79 1.68
C 1.34 2.75 2.07
C 2.35 3.12 1.21
C 2.47 2.46 -0.01
C 1.50 1.55 -0.32
N 0.44 1.25 0.45
H 1.29 3.09 3.09
H 3.05 3.88 1.53
H 3.19 2.72 -0.76
H 1.57 1.04 -1.24
Cl -3.57 -0.83 2.85
C -3.87 0.52 1.74
H -4.04 1.44 2.33
H -4.76 0.32 1.15
F -2.84 -2.29 -1.52
C -3.16 -2.04 -0.17
F -4.54 -1.70 -0.30
H -3.06 -2.92 0.39
```

* net charge: -1
* HOMO energy (spin up / spin down): -3.9 / -3.9 eV
* calculated total energy: -4239.5390 hartree

=====

For the records above, the corresponding max |F| values read 5.75 5.24 0.40 4.90 3.89 1.12 4.57 3.20 1.78 3.08 eV/Å.